[1]
Molecular formula: N2O2S
Method: DFT, ωB97M-V/def2-TZVPD

Structure (XYZ):
```
5
Properties=species:S:1:pos:R:3:forces:R:3
N -0.5874 -0.6910 2.1947 0.59 -0.15 -1.17
N -0.1008 -0.7930 1.2155 -0.82 -0.48 1.94
O 1.2265 -0.0916 -1.5929 0.05 0.17 0.42
O -0.9584 0.8622 -1.0961 0.29 0.10 0.37
S 0.4202 0.7134 -0.7212 -0.11 0.36 -1.55
```
Forces are in eV/Å.

Frontier orbital gap   0.3954 hartree
E_tot   -658.20161 hartree
Energy relative to the best compared isomer or geometry (same formula, charge and spin)   4.6 kcal per mole

***

[2]
Molecular formula: C5H7NO3
Method: DFT, ωB97M-V/def2-TZVPD

Structure (XYZ):
```
16
Properties=species:S:1:pos:R:3:forces:R:3
C 3.6259 0.2759 0.0196 2.30 1.47 -0.18
C 2.5635 -0.3272 0.4892 -1.00 -2.75 1.22
C 1.4119 -0.8956 -0.2804 -2.29 1.02 0.40
C -0.3030 0.8934 -0.5311 0.64 -3.10 1.51
C -1.7579 1.2102 -0.3211 1.89 0.47 0.01
N 0.0776 -0.3551 0.0433 0.94 2.04 -1.28
O 2.6975 -0.8963 1.7564 -1.16 -0.59 -0.03
O 4.5106 0.8796 -0.4877 0.37 0.46 -0.95
O 0.5044 1.5418 -1.1309 0.37 0.77 -0.62
H 1.4676 -0.7033 -1.3122 0.92 0.87 -1.34
H 1.2932 -1.9516 -0.3209 0.46 -1.16 0.98
H -1.6880 2.2601 -0.6921 -1.50 -0.76 0.31
H -1.8812 1.0999 0.7752 -0.64 0.32 -0.71
H -2.2562 0.4186 -0.9061 -0.51 0.93 0.26
H -0.5590 -0.8310 0.6151 -0.67 -0.74 0.76
H 3.6192 -1.0669 2.0181 -0.10 0.73 -0.33
```
Forces are in eV/Å.

Frontier orbital gap (spin up / spin down)   0.2538 / 0.3135 hartree
E_tot   -475.05381 hartree
Energy relative to the best compared isomer or geometry (same formula, charge and spin)   0.0 kcal per mole
2S+1   3

***

[3]
Molecular formula: C18H18EuF2N7O4S
Method: DFT, ωB97M-V/def2-TZVPD

Structure (XYZ):
```
51
Properties=species:S:1:pos:R:3:forces:R:3
Eu 0.3606 -0.5246 -0.8983 -1.10 0.15 1.59
N -2.2401 2.6483 -3.1062 -0.23 0.18 0.09
C -1.2778 2.1036 -2.3209 0.75 0.02 0.12
S 0.0745 1.4008 -3.0965 -0.05 0.25 -0.38
N -1.4326 2.2943 -1.0145 -0.78 0.39 0.17
N -0.5699 1.6402 -0.2351 0.04 0.85 0.26
C -0.4484 2.0399 0.9929 -0.27 0.06 -0.40
C 0.5617 1.4453 1.8333 0.37 -0.11 0.11
C 0.7674 1.9053 3.1454 -0.11 -0.02 -0.12
C 1.8138 1.4042 3.8859 0.06 -0.08 -0.07
C 2.6530 0.4527 3.3070 0.00 0.04 0.13
C 2.3765 0.0408 2.0146 0.06 0.01 -0.09
N 1.3597 0.4990 1.2921 0.03 0.40 0.51
H -2.1779 2.4794 -4.0907 -0.02 -0.06 -0.03
H -3.1082 2.9421 -2.6932 0.03 -0.05 0.07
H -1.0249 2.8852 1.3655 -0.06 -0.04 -0.01
H 0.0979 2.6562 3.5458 0.03 0.01 0.03
H 1.9976 1.7583 4.8933 -0.03 -0.01 0.01
H 3.5045 0.0533 3.8429 0.00 0.00 -0.03
H 3.0102 -0.6864 1.5155 -0.02 -0.01 -0.02
C 1.0429 -2.9306 4.2589 0.01 0.04 0.02
O 0.0724 -2.2834 3.4533 -0.10 -0.05 0.29
C 0.2336 -2.2326 2.1198 -0.14 0.16 -0.57
O -0.4874 -1.5265 1.4533 -0.26 -0.06 0.38
N 1.2420 -2.9722 1.5946 0.20 -0.17 -0.04
N 1.3790 -2.9266 0.1993 -0.04 -0.39 0.35
H 0.7699 -2.6934 5.2834 0.05 -0.05 0.03
H 2.0446 -2.5497 4.0516 0.00 0.02 0.00
H 1.0210 -4.0161 4.1256 -0.02 -0.01 0.02
H 1.6190 -3.7573 2.0980 -0.07 -0.04 0.07
H 0.8657 -3.6893 -0.2430 -0.08 -0.01 -0.03
H 2.3545 -2.9362 -0.0673 0.08 0.41 -0.10
O -0.5573 -4.7363 -1.1785 -0.21 -0.03 -0.03
C -1.2467 -3.7996 -1.5713 0.47 0.31 -0.05
N -0.9209 -2.4754 -1.4831 -0.85 -1.56 -0.27
C -1.9617 -1.7394 -1.9348 -0.11 0.14 0.18
O -1.9930 -0.5164 -1.8361 -0.74 -0.20 -0.24
C -3.0315 -2.6314 -2.4798 -0.10 -0.22 -0.06
C -4.2347 -2.3688 -3.0929 -0.05 -0.01 -0.03
C -5.0112 -3.4632 -3.4762 0.01 0.11 0.00
C -4.5824 -4.7604 -3.2300 -0.03 -0.10 -0.03
C -3.3609 -5.0120 -2.6041 0.05 -0.03 0.07
C -2.5941 -3.9267 -2.2408 -0.25 0.12 -0.08
H -4.5573 -1.3513 -3.2726 0.01 0.00 0.01
H -5.9595 -3.3001 -3.9740 0.00 -0.01 0.02
H -5.2131 -5.5874 -3.5351 0.03 -0.01 0.01
H -3.0238 -6.0213 -2.4038 0.00 0.00 -0.02
F 2.4793 0.2274 -1.2819 1.49 0.31 -0.46
C 2.7974 -1.1572 -1.6724 0.96 -0.14 -0.15
F 1.6237 -1.4167 -2.5434 1.12 -0.54 -1.13
H 3.5749 -0.9756 -2.4290 -0.09 0.03 -0.07
```
Forces are in eV/Å.

Frontier orbital gap (spin up / spin down)   0.1653 / 0.2383 hartree
E_tot   -2689.31422 hartree
Total charge   -1
Energy relative to the best compared isomer or geometry (same formula, charge and spin)   9.5 kcal per mole
2S+1   8

***

[4]
Molecular formula: H13O6
Method: DFT, ωB97M-V/def2-TZVPD

Structure (XYZ):
```
19
Properties=species:S:1:pos:R:3:forces:R:3
O -1.3511 0.7296 3.3562 0.39 0.04 -0.25
H -2.0460 0.3172 2.8334 -0.39 0.00 0.09
H -1.3266 1.6588 3.0714 -0.21 -0.21 0.25
O -2.7837 1.0610 -5.2777 1.07 0.12 0.12
H -1.9805 1.0591 -4.7215 -0.68 -0.03 -0.25
H -2.4153 1.3199 -6.1365 -0.38 -0.08 0.12
O 3.0635 0.0169 2.0582 1.00 -0.75 -0.73
H 3.6891 -0.4600 1.4832 -0.47 0.04 0.16
H 3.6188 0.6049 2.5707 -0.09 0.44 0.37
O -0.7792 0.4968 -0.5502 0.49 0.42 0.34
H -0.0460 0.7308 -1.1322 -0.18 -0.06 -0.15
H -1.3807 -0.0164 -1.0976 -0.01 -0.23 0.10
O 0.4098 -2.4456 -1.2303 -0.17 -1.60 -0.87
H 0.3022 -2.9273 -2.0850 0.11 1.07 0.37
H 0.4377 -3.2529 -0.6894 0.06 0.56 0.50
O 0.6753 0.3452 1.9403 0.14 0.01 -0.71
H 0.2307 0.4939 1.0844 -0.44 -0.27 -0.32
H -0.0092 0.1808 2.6743 0.15 0.33 -0.01
H 1.6913 0.0873 1.8482 -0.39 0.20 0.88
```
Forces are in eV/Å.

Frontier orbital gap   0.3824 hartree
E_tot   -458.97336 hartree
Total charge   +1
Energy relative to the best compared isomer or geometry (same formula, charge and spin)   28.2 kcal per mole

***

Q: Which value of energy relative to the best compared isomer or geometry (same formula, charge and spin) does entry 1 give?
A: 4.6 kcal per mole